The following is a quantum chemistry calculation of C2HNdO2 as an isolated structure in a non-equilibrium geometry, from OMol25.

Computed properties:
2S+1: 5
Frontier orbital gap (alpha / beta): 4.78 / 7.68 eV
Charge: +3
Expectation value of S²: 6.01
Molar mass: 201.27 Da

CARTESIAN COORDINATES (ANGSTROEM)
O 1.384 0.322 0.028
O -2.222 0.313 0.113
C 1.567 -0.843 -0.140
C -2.918 -0.577 -0.007
H 2.547 -1.332 -0.336
Nd -0.358 2.117 0.341



The following is a quantum chemistry calculation of C15H11IO4PtTe as an isolated structure, from OMol25.

Computed properties:
Frontier orbital gap: 2.93 eV
Charge: -2
Molar mass: 704.83 Da

CARTESIAN COORDINATES (ANGSTROEM)
Pt 0.323 -0.041 0.363
C -3.629 1.431 -1.447
C -2.570 1.516 -0.354
O -1.437 1.819 -0.670
C -2.976 1.193 1.034
C -4.337 1.268 1.365
C -4.817 1.022 2.634
C -3.891 0.653 3.622
C -2.558 0.546 3.333
C -2.026 0.818 2.033
O -0.751 0.739 1.896
H -3.114 1.475 -2.404
H -4.331 2.267 -1.380
H -4.197 0.502 -1.374
H -5.041 1.560 0.595
H -5.873 1.108 2.856
H -4.238 0.426 4.626
H -1.840 0.228 4.078
Te -0.467 -2.415 0.805
I 7.682 -3.627 -3.057
C 6.115 -2.528 -2.236
C 4.904 -3.159 -1.997
C 3.829 -2.391 -1.558
C 3.976 -1.025 -1.362
C 5.200 -0.421 -1.593
C 6.283 -1.164 -2.053
C 2.798 -0.212 -0.835
O 3.052 0.842 -0.249
O 1.664 -0.745 -1.052
H 4.800 -4.228 -2.129
H 2.863 -2.836 -1.343
H 5.293 0.639 -1.394
H 7.239 -0.694 -2.243



The following is a quantum chemistry calculation of C38H37BrF5MoN7O7S5Te as an isolated structure in a non-equilibrium geometry, from OMol25.

Computed properties:
Relative energy (zero: lowest compared OMol25 entry of this formula, charge and spin): 456.1 kJ/mol
2S+1: 3
Frontier orbital gap (alpha / beta): 6.74 / 5.28 eV
Expectation value of S²: 2.01
Molar mass: 1262.53 Da

CARTESIAN COORDINATES (ANGSTROEM)
Mo -0.500 0.261 -0.919
Br -1.458 -2.808 -7.293
C -1.438 -4.023 -5.837
C -0.476 -5.018 -5.802
C -0.463 -5.898 -4.733
C -1.363 -5.751 -3.686
C -2.350 -4.772 -3.755
C -2.392 -3.909 -4.837
N -1.281 -6.729 -2.640
N -1.323 -6.433 -1.436
C -1.316 -5.078 -0.994
C -2.276 -4.690 -0.093
C -2.420 -3.361 0.333
C -1.546 -2.398 -0.132
O -1.545 -1.134 0.209
C -0.502 -2.812 -0.996
N 0.338 -1.809 -1.355
C 1.385 -2.081 -2.100
C 1.673 -3.395 -2.507
C 0.826 -4.414 -2.170
C -0.333 -4.139 -1.413
H 0.243 -5.110 -6.603
H 0.261 -6.701 -4.691
H -3.083 -4.671 -2.967
H -3.156 -3.144 -4.896
H -2.972 -5.441 0.259
H -3.204 -3.081 1.023
H 1.999 -1.234 -2.376
H 2.570 -3.582 -3.080
H 1.048 -5.429 -2.469
C 2.481 -3.021 3.998
C 2.885 -3.474 2.593
S 2.251 -2.577 1.161
C 2.863 -0.892 1.398
C 2.147 -0.099 2.488
S 0.391 -0.469 2.449
C -0.070 -0.165 4.170
C 0.577 -1.205 5.082
S 0.690 -2.823 4.246
H 2.974 -2.089 4.262
H 2.838 -3.772 4.704
H 2.544 -4.497 2.423
H 3.976 -3.499 2.553
H 2.697 -0.394 0.442
H 3.937 -0.900 1.592
H 2.239 0.973 2.307
H 2.521 -0.321 3.484
H -1.156 -0.247 4.171
H 0.194 0.860 4.433
H -0.015 -1.326 5.988
H 1.575 -0.905 5.395
N -3.698 7.023 -3.194
C -3.573 5.875 -2.432
C -2.444 5.670 -1.635
C -2.301 4.498 -0.921
C -3.272 3.512 -0.989
C -4.416 3.717 -1.754
C -4.561 4.886 -2.472
S -3.122 2.004 -0.101
O -2.012 2.019 0.835
O -4.428 1.688 0.397
N -2.582 0.848 -1.120
C -2.770 0.639 -2.444
N -3.706 1.181 -3.216
C -3.644 0.838 -4.499
C -2.683 -0.010 -5.031
C -1.760 -0.531 -4.141
N -1.826 -0.237 -2.853
H -3.134 7.808 -2.914
H -4.631 7.276 -3.473
H -1.678 6.432 -1.574
H -1.443 4.367 -0.282
H -5.189 2.964 -1.779
H -5.451 5.043 -3.069
H -4.403 1.274 -5.140
H -2.653 -0.251 -6.081
H -0.958 -1.192 -4.455
C 0.456 2.098 -8.275
C 0.593 2.173 -6.779
C -0.369 2.808 -6.003
C -0.240 2.883 -4.623
C 0.868 2.309 -4.028
C 1.843 1.665 -4.769
C 1.700 1.610 -6.145
S 0.933 2.389 -2.267
O 1.238 3.789 -1.980
O -0.446 2.280 -1.620
O 0.746 0.533 -2.305
H -0.533 2.421 -8.597
H 0.614 1.079 -8.632
H 1.193 2.735 -8.766
H -1.235 3.250 -6.480
H -0.990 3.375 -4.017
H 2.692 1.214 -4.275
H 2.458 1.114 -6.739
F 0.569 2.454 2.828
Te 0.668 3.384 1.188
F 1.626 4.927 1.658
F 2.463 2.645 1.257
F -0.770 4.365 2.027
F 2.413 1.884 -1.808
O 0.555 0.826 0.393



The following is a quantum chemistry calculation of C32H31GeN5PdS as an isolated structure, from OMol25.

Computed properties:
Frontier orbital gap: 3.95 eV
Charge: -2
Molar mass: 696.73 Da

CARTESIAN COORDINATES (ANGSTROEM)
Pd -0.122 -0.875 -0.385
N -2.004 2.166 1.188
C -0.828 2.622 0.575
C -0.962 3.563 -0.456
C 0.170 3.992 -1.105
C 1.407 3.487 -0.712
C 1.425 2.597 0.343
N 0.342 2.189 1.001
C -2.218 0.903 1.767
C -3.541 0.442 1.825
C -3.777 -0.796 2.377
C -2.699 -1.549 2.848
C -1.438 -0.998 2.742
N -1.197 0.215 2.244
H -2.828 2.474 0.695
H -1.945 3.894 -0.765
H 0.088 4.686 -1.933
H 2.321 3.760 -1.222
H 2.362 2.170 0.688
H -4.347 1.032 1.408
H -4.786 -1.192 2.402
H -2.834 -2.545 3.248
H -0.561 -1.557 3.049
S 1.473 -2.274 0.736
C 0.933 -2.431 -0.955
N 0.222 -3.621 -1.384
C 0.196 -3.531 -2.835
C 1.633 -3.103 -3.119
N 1.904 -2.197 -2.010
H -0.711 -3.615 -0.989
H -0.498 -2.749 -3.181
H -0.063 -4.487 -3.297
H 1.723 -2.596 -4.086
H 2.296 -3.980 -3.122
H 2.838 -2.251 -1.634
C -1.053 0.004 -2.035
Ge -2.749 -0.667 -2.413
C -4.216 0.397 -1.519
C -4.026 1.773 -1.390
C -5.008 2.602 -0.856
C -6.221 2.062 -0.438
C -6.440 0.695 -0.572
C -5.448 -0.122 -1.112
C -3.440 -0.560 -4.308
C -4.602 0.114 -4.700
C -5.003 0.171 -6.032
C -4.249 -0.452 -7.017
C -3.089 -1.127 -6.657
C -2.696 -1.172 -5.324
C -3.415 -2.532 -1.905
C -3.088 -3.030 -0.637
C -3.494 -4.291 -0.222
C -4.235 -5.103 -1.076
C -4.564 -4.638 -2.340
C -4.162 -3.364 -2.742
H -0.446 -0.133 -2.945
H -3.063 2.168 -1.708
H -4.839 3.671 -0.763
H -6.988 2.703 -0.017
H -7.383 0.265 -0.249
H -5.627 -1.189 -1.201
H -5.209 0.604 -3.946
H -5.909 0.705 -6.301
H -4.561 -0.410 -8.055
H -2.489 -1.615 -7.418
H -1.779 -1.691 -5.058
H -2.464 -2.420 0.014
H -3.213 -4.649 0.764
H -4.542 -6.095 -0.761
H -5.135 -5.267 -3.016
H -4.436 -3.008 -3.730



Look up the molar mass of the first one.
201.27 Da



Look up the molar mass of the second one.
704.83 Da



Among the records above, which one has the highest molar mass?
C38H37BrF5MoN7O7S5Te



What is the molar mass in the fourth record?
696.73 Da